No. 1
A structure of composition C2H2Br2F2S in a non-equilibrium geometry. Source: the OMol25 dataset; level of theory: the ωB97M-V functional and the def2-TZVPD basis.

Values from the calculation:
Relative energy (zero: lowest compared OMol25 entry of this formula, charge and spin), kcal/mol: 0.0
Total charge: 0
Electronic energy, eV: -158459.480
LUMO level, eV: 0.4
HOMO level, eV: -9.4

The geometry in XYZ format:
```
9
Properties=species:S:1:pos:R:3:forces:R:3
C 0.24114 0.28403 -1.12197 -2.583 0.144 2.201
C -0.44925 -0.59940 0.52669 1.940 -0.311 -4.810
F -1.53688 -1.21331 0.05997 -0.683 0.165 0.306
F 0.39392 -1.55612 0.89721 0.378 0.414 0.285
S -0.78572 0.69905 1.56771 -1.629 1.377 2.086
Br 1.47724 1.49540 -0.35200 0.945 0.627 -0.409
Br 1.04164 -0.81889 -2.42573 -0.214 -0.319 -0.015
H -0.65157 0.92070 -1.55037 1.740 -1.572 0.828
H 0.26949 0.78852 2.39850 0.106 -0.525 -0.472
```
Forces are in eV/Å.

=====

No. 2
A cluster of 2 separate species, C2H2Br2F3N in total in a non-equilibrium geometry. Source: the OMol25 dataset; level of theory: the ωB97M-V functional and the def2-TZVPD basis.

Values from the calculation:
Relative energy (zero: lowest compared OMol25 entry of this formula, charge and spin), kcal/mol: 22.3
Multiplicity: 3
Total charge: 0
Electronic energy, eV: -151828.533
LUMO level (alpha / beta), eV: 0.1 / -4.3
HOMO level (alpha / beta), eV: -6.9 / -10.9
Expectation value of S²: 2.0097

The geometry in XYZ format:
```
10
Properties=species:S:1:pos:R:3:forces:R:3
C 0.15901 -0.30493 -0.51830 4.927 -3.326 7.464
C 1.48187 -0.06967 0.17926 -0.708 -1.620 1.010
N -0.17568 0.34531 -1.52004 -5.897 0.867 -6.188
F -2.52468 0.86032 0.70470 0.613 3.095 -2.142
F 1.50534 -0.76500 1.38100 -0.127 1.209 -0.745
F 2.57228 -0.59227 -0.45835 -0.455 0.477 -0.461
Br -0.93269 -1.63556 0.33534 0.306 0.113 -1.114
Br 1.86261 1.83229 0.44676 -0.102 -0.097 -0.031
H -2.71982 0.18163 1.21988 -0.757 -2.787 2.115
H -1.22823 0.14789 -1.77024 2.200 2.069 0.092
```
Forces are in eV/Å.

=====

No. 3
A structure of composition C2H2Br2I2 in a non-equilibrium geometry. Source: the OMol25 dataset; level of theory: the ωB97M-V functional and the def2-TZVPD basis.

Values from the calculation:
Relative energy (zero: lowest compared OMol25 entry of this formula, charge and spin), kcal/mol: 6.2
Total charge: 0
Electronic energy, eV: -158391.721
LUMO level, eV: -0.4
HOMO level, eV: -9.6

The geometry in XYZ format:
```
8
Properties=species:S:1:pos:R:3:forces:R:3
C 0.85425 0.76702 -0.33925 -0.350 1.648 -2.579
C 0.81784 -0.33536 0.65089 -1.326 -0.459 1.710
Br -0.26999 2.25761 0.45899 0.775 -0.688 -0.653
Br 1.98611 0.00680 2.27636 -0.977 0.006 -0.818
I 2.85106 1.34090 -0.80384 0.239 0.366 -0.097
I 1.34568 -2.24015 -0.06007 -0.022 -0.219 -0.427
H 0.49482 0.66005 -1.48226 0.152 -0.456 3.189
H -0.24474 -0.38705 1.04852 1.509 -0.199 -0.325
```
Forces are in eV/Å.

=====

No. 4
A structure of composition C2H2Br2O3 in a non-equilibrium geometry. Source: the OMol25 dataset; level of theory: the ωB97M-V functional and the def2-TZVPD basis.

Values from the calculation:
Relative energy (zero: lowest compared OMol25 entry of this formula, charge and spin), kcal/mol: 28.4
Total charge: 0
Electronic energy, eV: -148330.656
LUMO level, eV: -0.6
HOMO level, eV: -10.6

The geometry in XYZ format:
```
9
Properties=species:S:1:pos:R:3:forces:R:3
C 0.90138 -0.18279 -0.33905 1.988 -1.977 -2.954
C -0.85564 0.07132 0.43544 -0.017 0.898 -3.329
O -0.08930 0.73516 -0.71293 -0.830 -1.262 2.486
O 0.16444 -0.76426 0.71024 0.820 -0.641 0.390
O 2.06945 0.42996 0.03806 -0.503 1.708 1.067
Br -2.51024 -0.68064 -0.15252 -0.337 -0.624 -0.480
Br 3.63300 -0.41010 -0.16704 0.200 -0.485 -0.157
H 1.27106 -0.91468 -1.17165 -1.450 0.749 1.250
H -1.22558 0.70745 1.15796 0.129 1.633 1.727
```
Forces are in eV/Å.

=====

No. 5
An isolated molecule of C2H2Br3NSi in a non-equilibrium geometry. Source: the OMol25 dataset; level of theory: the ωB97M-V functional and the def2-TZVPD basis.

Values from the calculation:
Relative energy (zero: lowest compared OMol25 entry of this formula, charge and spin), kcal/mol: 0.0
Total charge: 0
Electronic energy, eV: -221604.659
LUMO level, eV: -0.4
HOMO level, eV: -10.6

The geometry in XYZ format:
```
9
Properties=species:S:1:pos:R:3:forces:R:3
N -0.21419 -1.12984 -2.36476 0.114 1.583 0.759
C 0.07601 -0.23537 -1.67645 0.195 -2.050 -1.721
C 0.60251 0.56868 -0.63024 -4.379 1.855 2.856
Si -0.31982 -0.29461 1.01765 1.054 0.807 -1.259
Br 0.31510 -2.39998 1.50377 -0.425 1.094 -0.321
Br 0.32035 1.15117 2.56315 -0.104 -0.284 0.233
Br -2.49927 -0.01249 0.62587 0.690 -0.345 0.194
H 0.08784 1.65217 -0.48592 1.091 -2.471 -0.743
H 1.63148 0.70027 -0.55307 1.764 -0.189 0.002
```
Forces are in eV/Å.

=====

No. 6
A cluster of 2 separate species, C2H2BrCl2NO2 in total in a non-equilibrium geometry. Source: the OMol25 dataset; level of theory: the ωB97M-V functional and the def2-TZVPD basis.

Values from the calculation:
Relative energy (zero: lowest compared OMol25 entry of this formula, charge and spin), kcal/mol: 2.0
Total charge: 0
Electronic energy, eV: -102772.256
LUMO level (alpha / beta), eV: -1.5 / -1.7
HOMO level (alpha / beta), eV: -10.1 / -9.2

The geometry in XYZ format:
```
10
Properties=species:S:1:pos:R:3:forces:R:3
C 0.24779 0.15471 -0.02105 -0.685 -0.011 -0.590
C -2.37228 0.82510 -0.25693 -0.066 -0.602 0.341
N 0.48050 1.51530 0.29648 -0.359 -2.606 -1.265
O 0.94948 2.13254 -0.60486 1.405 2.395 -2.126
O 0.14739 1.93254 1.34765 -0.458 1.239 3.224
Cl -2.67620 1.85260 1.08545 0.013 -0.201 -0.513
Cl -2.59085 1.53028 -1.81486 0.205 -0.214 0.430
Br -3.11703 -0.94784 -0.03405 0.315 0.638 -0.225
H 0.45589 -0.00001 -1.10951 -0.314 -0.533 1.470
H 0.17889 -0.48668 0.86085 -0.056 -0.104 -0.747
```
Forces are in eV/Å.

=====

No. 7
An isolated molecule of C2H2BrClN2S in a non-equilibrium geometry. Source: the OMol25 dataset; level of theory: the ωB97M-V functional and the def2-TZVPD basis.

Values from the calculation:
Relative energy (zero: lowest compared OMol25 entry of this formula, charge and spin), kcal/mol: 80.7
Total charge: 0
Electronic energy, eV: -98480.426
LUMO level (alpha / beta), eV: -3.5 / -3.5
HOMO level (alpha / beta), eV: -7.8 / -7.8

The geometry in XYZ format:
```
9
Properties=species:S:1:pos:R:3:forces:R:3
C 0.38110 0.51231 -0.59559 1.394 -1.670 0.155
C 0.86838 -0.62652 0.43078 2.069 -0.501 -0.674
N -0.70549 1.11921 -0.58545 -1.726 0.524 0.750
N -1.74462 1.57982 -0.12410 2.443 0.357 -0.196
S 2.58403 -1.00164 0.03441 -1.575 0.216 -0.042
Cl -0.40706 -1.91680 0.14925 0.044 0.045 -0.303
Br -3.01802 0.43995 0.54164 -0.820 -0.725 -0.375
H 1.20702 0.35285 -1.30481 -1.093 0.812 -1.003
H 0.83466 -0.45918 1.45387 -0.737 0.943 1.687
```
Forces are in eV/Å.

=====

No. 8
A cluster of 3 separate species, C2H2BrClO in total in a non-equilibrium geometry. Source: the OMol25 dataset; level of theory: the ωB97M-V functional and the def2-TZVPD basis.

Values from the calculation:
Relative energy (zero: lowest compared OMol25 entry of this formula, charge and spin), kcal/mol: 120.9
Total charge: 0
Electronic energy, eV: -86713.226
LUMO level (alpha / beta), eV: -3.1 / -0.4
HOMO level (alpha / beta), eV: -8.1 / -9.3

The geometry in XYZ format:
```
7
Properties=species:S:1:pos:R:3:forces:R:3
C 0.52475 -0.56731 0.73726 -3.005 3.456 -3.395
C -0.56744 0.56774 -0.68609 2.137 -1.806 3.463
O 0.85295 0.00279 1.69112 0.835 -0.343 0.670
Cl -0.83832 -0.14809 -2.13475 -0.233 -0.630 -1.243
Br -0.69615 0.06441 3.86552 -0.176 0.004 0.282
H 0.49846 -1.56393 0.33648 0.362 -0.864 0.091
H -0.72378 1.62952 -0.58980 0.080 0.183 0.131
```
Forces are in eV/Å.

=====

No. 9
A cluster of 2 separate species, C2H2BrClO in total in a non-equilibrium geometry. Source: the OMol25 dataset; level of theory: the ωB97M-V functional and the def2-TZVPD basis.

Values from the calculation:
Relative energy (zero: lowest compared OMol25 entry of this formula, charge and spin), kcal/mol: 68.5
Multiplicity: 3
Total charge: 0
Electronic energy, eV: -86711.182
LUMO level (alpha / beta), eV: -1.4 / -1.1
HOMO level (alpha / beta), eV: -8.5 / -9.4
Expectation value of S²: 2.1603

The geometry in XYZ format:
```
7
Properties=species:S:1:pos:R:3:forces:R:3
C 0.16656 0.74436 -0.04780 -2.782 0.826 -1.075
C -0.08744 -0.65028 -0.01071 0.702 -0.744 0.454
O -1.73944 1.92762 0.11334 0.672 -0.422 0.230
Cl 1.47718 1.64127 -0.06801 1.219 0.157 0.378
Br 1.53397 -1.79905 0.01784 -0.045 -0.187 0.056
H -0.67671 -0.90627 0.87799 0.082 0.184 -0.112
H -0.67412 -0.95764 -0.88265 0.152 0.185 0.069
```
Forces are in eV/Å.

=====

No. 10
A cluster of 2 separate species, C2H2BrFO in total in a non-equilibrium geometry. Source: the OMol25 dataset; level of theory: the ωB97M-V functional and the def2-TZVPD basis.

Values from the calculation:
Relative energy (zero: lowest compared OMol25 entry of this formula, charge and spin), kcal/mol: 30.7
Total charge: 0
Electronic energy, eV: -76911.383
LUMO level, eV: -0.2
HOMO level, eV: -9.6

The geometry in XYZ format:
```
7
Properties=species:S:1:pos:R:3:forces:R:3
O -1.07648 -2.39784 -0.86845 0.176 1.527 1.260
C -1.06460 -1.39112 -0.25469 -0.183 -2.636 -2.272
C -1.23635 -0.21275 0.26503 1.694 1.618 -0.728
F -0.41630 0.84068 -0.05751 -0.128 -0.389 -0.670
H -1.60141 -0.03587 1.19607 -1.616 -0.107 2.390
Br 2.85167 1.20307 0.35712 1.003 -2.338 2.954
H 2.54347 1.99382 -0.63756 -0.946 2.326 -2.934
```
Forces are in eV/Å.